{
  "formula": "C75H170N6O13",
  "method": "ωB97M-V/def2-TZVPD",
  "gap_ev": 7.90,
  "de_lowest_kcal_mol": 99.4,
  "total_energy_ev": -116078.634,
  "charge": 0,
  "symbols": ["C", "C", "C", "C", "C", "C", "N", "O", "C", "C", "C", "H", "H", "H", "H", "H", "H", "H", "H", "H", "H", "H", "H", "H", "H", "H", "H", "H", "H", "H", "C", "C", "C", "C", "C", "C", "N", "O", "C", "C", "C", "H", "H", "H", "H", "H", "H", "H", "H", "H", "H", "H", "H", "H", "H", "H", "H", "H", "H", "H", "C", "C", "C", "C", "C", "C", "N", "O", "C", "C", "C", "H", "H", "H", "H", "H", "H", "H", "H", "H", "H", "H", "H", "H", "H", "H", "H", "H", "H", "H", "C", "C", "C", "C", "C", "C", "N", "O", "C", "C", "C", "H", "H", "H", "H", "H", "H", "H", "H", "H", "H", "H", "H", "H", "H", "H", "H", "H", "H", "H", "C", "C", "C", "C", "C", "C", "N", "O", "C", "C", "C", "H", "H", "H", "H", "H", "H", "H", "H", "H", "H", "H", "H", "H", "H", "H", "H", "H", "H", "H", "C", "C", "C", "C", "C", "C", "N", "O", "C", "C", "C", "H", "H", "H", "H", "H", "H", "H", "H", "H", "H", "H", "H", "H", "H", "H", "H", "H", "H", "H", "C", "C", "C", "O", "H", "H", "H", "H", "H", "H", "H", "H", "C", "C", "C", "O", "H", "H", "H", "H", "H", "H", "H", "H", "C", "C", "C", "O", "H", "H", "H", "H", "H", "H", "H", "H", "C", "C", "C", "O", "H", "H", "H", "H", "H", "H", "H", "H", "C", "C", "C", "O", "H", "H", "H", "H", "H", "H", "H", "H", "C", "C", "C", "O", "H", "H", "H", "H", "H", "H", "H", "H", "C", "C", "C", "O", "H", "H", "H", "H", "H", "H", "H", "H"],
  "xyz": [[1.975, 0.678, -8.402], [0.527, 0.809, -7.694], [-0.142, -0.642, -7.690], [-1.292, -0.703, -6.722], [-0.870, -0.266, -5.338], [-0.167, 1.133, -5.225], [0.782, 1.219, -6.303], [1.630, 2.355, -6.219], [-1.321, 2.174, -5.196], [0.587, 1.225, -3.881], [-0.307, 1.927, -8.570], [1.878, 0.444, -9.462], [2.478, -0.117, -7.852], [2.546, 1.603, -8.314], [-0.495, -0.973, -8.666], [0.569, -1.338, -7.244], [-1.714, -1.707, -6.684], [-2.162, -0.227, -7.174], [-0.239, -1.007, -4.848], [-1.720, -0.357, -4.663], [-1.086, 3.129, -4.726], [-1.582, 2.464, -6.214], [-2.231, 1.707, -4.821], [1.177, 2.106, -3.626], [-0.179, 1.275, -3.107], [1.068, 0.281, -3.624], [-0.301, 1.613, -9.613], [0.191, 2.896, -8.521], [-1.346, 2.061, -8.269], [2.322, 1.966, -5.680], [-5.563, -1.897, -0.068], [-6.003, -2.597, 1.250], [-7.433, -2.170, 1.476], [-8.526, -2.867, 0.619], [-8.345, -4.375, 0.640], [-6.882, -4.960, 0.480], [-5.948, -4.117, 1.250], [-4.636, -4.637, 1.275], [-6.925, -6.328, 1.289], [-6.483, -5.046, -1.003], [-5.189, -2.022, 2.371], [-6.207, -2.224, -0.884], [-4.527, -2.167, -0.271], [-5.617, -0.811, 0.003], [-7.689, -2.531, 2.472], [-7.435, -1.081, 1.431], [-8.474, -2.414, -0.371], [-9.533, -2.641, 0.970], [-8.916, -4.719, -0.223], [-8.821, -4.759, 1.542], [-7.793, -6.905, 0.969], [-6.040, -6.946, 1.139], [-7.079, -6.137, 2.351], [-6.691, -4.107, -1.516], [-5.444, -5.349, -1.136], [-7.008, -5.781, -1.613], [-4.131, -2.231, 2.213], [-5.538, -2.572, 3.245], [-5.390, -0.980, 2.617], [-4.642, -5.011, 2.159], [-7.155, 1.492, -4.674], [-5.618, 1.377, -4.859], [-5.124, 2.710, -5.245], [-5.123, 3.716, -4.190], [-4.307, 3.137, -3.023], [-4.802, 1.783, -2.487], [-5.050, 0.870, -3.623], [-5.433, -0.402, -3.323], [-3.585, 1.349, -1.641], [-6.043, 1.966, -1.556], [-5.201, 0.443, -6.021], [-7.599, 0.559, -4.329], [-7.639, 1.793, -5.604], [-7.494, 2.244, -3.962], [-4.106, 2.637, -5.628], [-5.766, 3.217, -5.965], [-6.090, 4.067, -3.829], [-4.622, 4.575, -4.635], [-4.413, 3.850, -2.205], [-3.286, 3.046, -3.394], [-3.323, 1.888, -0.730], [-3.819, 0.369, -1.225], [-2.815, 1.140, -2.384], [-6.430, 0.972, -1.332], [-5.626, 2.457, -0.677], [-6.797, 2.651, -1.944], [-4.186, 0.077, -5.872], [-5.201, 0.853, -7.031], [-5.794, -0.466, -6.121], [-4.593, -0.858, -3.400], [5.403, 3.750, -6.279], [6.084, 2.555, -5.507], [7.362, 2.937, -4.698], [7.146, 3.677, -3.417], [6.251, 2.804, -2.451], [4.905, 2.356, -3.151], [5.143, 1.946, -4.543], [4.060, 1.372, -5.165], [4.332, 1.236, -2.250], [3.975, 3.569, -3.034], [6.590, 1.705, -6.633], [6.085, 4.086, -7.059], [5.322, 4.671, -5.702], [4.441, 3.602, -6.771], [8.048, 2.113, -4.500], [7.993, 3.624, -5.261], [6.580, 4.597, -3.565], [8.081, 3.955, -2.929], [6.092, 3.415, -1.562], [6.763, 1.897, -2.127], [3.322, 1.034, -2.606], [4.851, 0.290, -2.405], [4.223, 1.526, -1.205], [3.854, 3.789, -1.973], [4.271, 4.490, -3.537], [3.070, 3.211, -3.526], [7.346, 2.292, -7.153], [5.783, 1.463, -7.324], [7.130, 0.811, -6.322], [4.393, 0.526, -5.473], [1.892, 0.008, 3.477], [1.329, -0.043, 2.017], [2.455, -0.637, 1.142], [2.113, -1.032, -0.329], [0.807, -1.868, -0.303], [-0.380, -1.257, 0.552], [0.132, -0.858, 1.881], [-0.914, -0.437, 2.638], [-0.859, -0.044, -0.287], [-1.410, -2.425, 0.707], [1.144, 1.426, 1.588], [2.603, 0.810, 3.673], [2.343, -0.951, 3.732], [1.083, 0.102, 4.201], [3.321, 0.013, 1.010], [2.831, -1.559, 1.585], [2.977, -1.502, -0.799], [1.969, -0.085, -0.849], [1.032, -2.823, 0.171], [0.491, -2.058, -1.328], [-1.452, 0.643, 0.317], [-0.124, 0.561, -0.818], [-1.535, -0.424, -1.054], [-1.596, -2.843, -0.282], [-1.043, -3.329, 1.192], [-2.336, -2.047, 1.141], [1.298, 1.613, 0.526], [1.881, 2.073, 2.063], [0.126, 1.719, 1.845], [-1.262, -1.229, 3.054], [-1.479, 0.108, 5.926], [-2.510, 1.166, 5.425], [-3.537, 0.395, 4.552], [-4.497, -0.391, 5.377], [-5.155, 0.463, 6.440], [-4.247, 1.274, 7.378], [-3.168, 1.889, 6.559], [-2.282, 2.743, 7.287], [-5.141, 2.406, 8.024], [-3.761, 0.308, 8.455], [-1.760, 2.208, 4.498], [-0.732, 0.477, 6.629], [-0.996, -0.362, 5.069], [-1.859, -0.750, 6.482], [-4.152, 0.982, 3.870], [-2.963, -0.332, 3.976], [-3.957, -1.249, 5.776], [-5.237, -0.915, 4.772], [-5.656, -0.221, 7.125], [-5.853, 1.031, 5.825], [-5.529, 3.038, 7.225], [-5.992, 2.060, 8.611], [-4.590, 3.065, 8.694], [-3.375, -0.665, 8.153], [-2.947, 0.833, 8.956], [-4.543, 0.139, 9.196], [-2.345, 3.116, 4.350], [-1.528, 1.786, 3.519], [-0.837, 2.539, 4.973], [-2.542, 3.584, 6.904], [6.920, 1.444, 4.667], [5.920, 2.279, 3.822], [5.510, 1.641, 2.513], [4.744, 2.353, 4.683], [7.221, 2.000, 5.555], [7.852, 1.342, 4.112], [6.430, 0.534, 5.014], [6.280, 3.284, 3.605], [4.665, 2.235, 2.164], [5.227, 0.625, 2.790], [6.292, 1.642, 1.753], [4.653, 1.539, 5.184], [-2.907, -4.063, -2.897], [-3.372, -3.159, -3.979], [-4.786, -3.329, -4.426], [-3.287, -1.893, -3.487], [-3.484, -3.956, -1.978], [-1.878, -3.843, -2.612], [-2.921, -5.128, -3.129], [-2.731, -3.272, -4.853], [-4.910, -4.285, -4.934], [-5.026, -2.497, -5.088], [-5.465, -3.282, -3.575], [-2.394, -1.542, -3.450], [5.074, -2.438, -3.306], [6.617, -2.428, -3.073], [7.279, -1.155, -2.625], [7.022, -3.493, -2.263], [4.752, -1.687, -4.027], [4.566, -2.365, -2.344], [4.808, -3.425, -3.686], [6.955, -2.640, -4.087], [8.365, -1.196, -2.703], [7.013, -0.776, -1.638], [7.063, -0.317, -3.287], [6.300, -4.125, -2.280], [6.512, -1.700, 1.304], [7.084, -2.134, 2.632], [6.672, -3.487, 3.049], [8.479, -2.107, 2.477], [6.879, -0.758, 0.897], [5.426, -1.783, 1.332], [6.859, -2.415, 0.557], [6.825, -1.337, 3.329], [6.543, -4.228, 2.260], [5.729, -3.480, 3.596], [7.403, -3.925, 3.729], [8.673, -2.626, 1.693], [0.753, -3.647, 5.326], [1.565, -4.890, 4.787], [2.394, -4.410, 3.612], [2.543, -5.070, 5.759], [0.224, -3.886, 6.248], [-0.031, -3.433, 4.599], [1.227, -2.666, 5.347], [0.977, -5.793, 4.619], [3.165, -5.101, 3.269], [2.824, -3.466, 3.946], [1.836, -4.106, 2.726], [2.313, -5.887, 6.208], [1.132, 5.458, 2.365], [2.078, 5.188, 3.519], [1.553, 4.171, 4.536], [3.246, 4.667, 2.980], [0.386, 6.179, 2.696], [0.564, 4.611, 1.982], [1.562, 5.841, 1.440], [2.320, 6.165, 3.936], [2.162, 4.154, 5.440], [1.536, 3.133, 4.204], [0.554, 4.523, 4.792], [3.515, 3.975, 3.588], [2.271, 1.018, 7.664], [3.786, 1.053, 7.534], [4.577, 0.659, 8.820], [4.097, 0.267, 6.479], [1.795, 1.989, 7.530], [2.109, 0.694, 8.692], [1.751, 0.288, 7.045], [4.006, 2.099, 7.319], [5.648, 0.682, 8.620], [4.359, -0.310, 9.270], [4.383, 1.451, 9.543], [4.104, -0.640, 6.791]],
  "forces_ev_per_a": [[-1.6177, 0.1573, 0.9585], [0.2662, 0.7773, -1.6061], [0.4157, 1.3387, 0.7621], [-0.8061, -0.1796, -0.4069], [0.1371, 0.0885, 0.8996], [-0.9741, 0.0989, 0.5116], [0.5474, -1.1066, -0.8368], [-1.0147, -0.0950, -0.0125], [0.0998, 0.2696, -1.2044], [-1.2612, -0.6789, 0.8040], [0.8025, -1.4662, 0.7840], [-0.1125, -0.2242, 0.0854], [0.2566, -0.0497, -0.2246], [-0.1582, -0.0457, 0.0975], [0.4704, 0.1867, -0.1782], [0.5531, -0.0468, -0.5816], [0.4341, -0.4906, 0.2325], [-0.0386, 1.0166, 0.4527], [0.7490, -0.3002, -0.6140], [-0.3658, 0.8928, -0.1192], [0.0766, -0.2206, 0.4322], [0.0331, -0.1079, -0.2007], [0.1194, 0.2528, 0.5017], [0.2638, -0.1047, -0.7776], [-0.4449, 0.0001, 0.1147], [0.6925, 0.1051, -0.3147], [-0.0157, -0.0726, -0.0445], [0.1152, -0.0897, 0.2132], [0.0438, -0.1763, 0.1455], [0.8259, 0.3658, 0.0351], [0.2164, -1.0072, 0.1490], [-0.1623, -0.0206, -2.1943], [-1.4443, -1.2367, 0.7457], [1.3916, 1.1018, -0.1539], [0.5499, 0.0528, -0.7778], [-0.5273, -0.0530, 1.1404], [-1.0536, 1.9256, 0.7292], [-0.1034, 0.1535, -0.2699], [-0.1399, 0.4776, -1.2400], [-0.0983, -0.5391, -0.2151], [0.0783, -1.1555, 0.9354], [0.2221, 0.1875, -0.1478], [0.0774, -0.0059, -0.3068], [-0.0634, -0.0178, 0.1732], [0.0730, 0.5035, 0.5769], [-0.4006, -0.0365, 0.0554], [-0.0185, -0.4030, -0.3988], [0.0887, 0.1630, 0.2386], [-0.0908, -0.5568, 0.1108], [0.2045, -0.1289, 0.0623], [0.0022, -0.1046, -0.2087], [0.0664, 0.1104, -0.0020], [0.1992, 0.2441, -0.0463], [0.2915, 0.1263, 0.1711], [0.2116, 0.4258, 0.2483], [-0.5179, -0.2857, 0.4211], [0.0179, 0.2755, 0.1787], [0.3588, -0.1085, 0.4106], [0.1103, 0.0783, -0.6399], [0.4893, -0.1827, 0.0807], [-0.4957, -0.3095, -0.5314], [-1.8660, -1.1427, -0.2280], [0.0605, 1.0871, -0.9602], [1.0740, 0.6125, 2.0348], [-1.1731, 0.9458, -0.5903], [-0.5085, 0.8909, 0.1751], [2.6326, 2.6021, -0.1840], [-1.1742, -0.4496, 0.6365], [-1.1340, -2.3316, -0.4389], [1.2323, 0.1738, -0.3014], [-0.2254, -1.0927, -0.0886], [0.1298, -0.1657, -0.1547], [-0.0215, -0.2438, -0.2671], [0.5498, 0.1033, 0.1553], [0.0313, 0.0093, -0.2318], [-0.0020, -0.9582, -0.9625], [-0.2631, -0.2291, -0.2426], [0.0723, 0.3745, 0.4382], [0.6561, -0.0575, 0.2697], [0.1173, 0.0413, 0.4168], [0.1052, 0.7874, -0.6406], [-0.0672, -0.4321, 0.0207], [0.6027, 0.4370, 0.4284], [-0.2593, 0.1966, 0.1479], [-0.3317, -0.2061, 0.4144], [-0.0930, -0.3154, -0.2095], [0.2007, 0.2035, 0.2920], [-0.2447, 0.6735, 0.1851], [-0.3036, -0.0284, 0.3547], [0.1909, -0.8476, 0.0968], [1.1234, 1.1107, 0.4366], [-0.4311, 1.7221, 0.9219], [0.3558, 1.2780, -0.4223], [-1.7323, -0.9436, 1.5887], [0.7535, 0.1746, -1.5432], [1.4386, 1.6708, 1.3572], [2.4095, -0.8756, 0.7192], [-1.1233, -0.1731, -0.4135], [-0.8095, -0.1193, -1.5962], [-0.4985, -0.6231, -0.4216], [0.0778, -1.1393, -0.2888], [0.0998, -0.2396, -0.2806], [-0.2756, -0.1539, 0.5596], [-0.0138, -0.6802, 0.3435], [-0.4863, -0.6128, -0.1242], [-0.1576, -0.0607, -0.8087], [0.1019, 0.1871, -0.2435], [0.0642, -0.1222, -0.0431], [-0.5816, -0.2377, 0.0731], [0.3594, -0.0188, -0.0955], [-0.2629, -0.0622, 0.0590], [0.3518, 0.1414, 0.3756], [0.4501, 0.0590, -0.0464], [-0.4841, 0.0110, -0.0797], [0.3703, -0.2122, -0.1009], [-0.5608, 0.5281, 0.3373], [-0.2053, 0.0655, -0.1670], [0.1225, -0.1790, -0.1507], [-0.2798, -0.2940, 0.2138], [-0.2313, -0.2996, -0.0092], [-1.0599, -1.0071, -0.0097], [1.6177, 1.2697, -0.3031], [0.3181, -1.2345, -1.2341], [-1.4462, 0.9101, 1.4782], [0.6653, 0.1573, 0.6615], [2.1464, -0.0276, -1.3816], [1.6871, -2.3485, -1.1292], [-1.3358, 1.3358, 0.9715], [-1.4272, -0.4287, 0.2559], [0.2692, 0.9748, -0.7297], [-0.3034, 0.2228, -0.1856], [0.0251, -0.0617, -0.3677], [0.2698, -0.0920, -0.0929], [-0.2094, 0.3370, -0.0362], [-0.0798, 0.4490, 0.7615], [-0.0046, -0.0872, 0.4410], [-0.1843, -0.3239, 0.0681], [-0.2078, -0.0521, -0.3935], [0.1667, -0.2632, -0.1118], [-0.3858, -0.0613, 0.0248], [-0.0779, -0.0072, 0.0984], [0.3907, -0.3895, 0.3455], [-0.1126, -0.0244, -0.1160], [-0.4475, 0.4683, -0.2917], [0.3257, 0.4602, 0.7703], [-0.0483, -0.3255, -0.0484], [-0.2253, -0.2786, -0.1642], [-0.1856, 0.0191, 0.2635], [0.0972, 0.4146, 0.0836], [0.0596, -0.1659, 0.2076], [0.1483, -0.2936, 0.0801], [0.6801, 0.1632, 0.1462], [0.0176, 0.0573, 0.1787], [0.5418, -1.2914, 0.8002], [-0.1572, -0.6356, -0.3280], [-0.3133, 0.2205, -0.6332], [-1.1830, -0.0554, -1.0680], [-0.3494, -0.8330, -0.3018], [0.7940, -0.0402, -0.4492], [0.6844, 0.6987, 0.8316], [-0.2913, -0.3466, 1.0181], [0.1396, 0.6013, -0.3384], [0.3450, 0.3476, -0.0455], [-0.8153, 0.1156, -0.0449], [0.4943, 0.6647, -0.1175], [0.0338, 0.3455, -0.3800], [0.1955, -0.0169, 0.6152], [-0.2740, 0.4804, -0.0797], [-0.7048, 0.1893, -0.1832], [-0.3117, 0.6444, 0.6982], [-0.0133, -0.0433, -0.1079], [0.0621, -0.5212, -0.1861], [0.3424, -0.1466, -0.0178], [-0.1386, 0.1293, -0.4660], [0.1334, -0.1564, 0.3264], [-0.0731, -0.0169, -0.0100], [-0.3595, -0.1072, -0.0039], [-0.0287, -0.1947, 0.1793], [0.0979, -0.1809, -0.0152], [0.2361, 0.3217, 0.2175], [0.2760, 1.4325, -0.7606], [-0.1009, -1.0383, 1.5799], [-0.0075, 0.0618, 0.6080], [0.0419, 1.3909, -1.0341], [-0.2866, 0.1524, 0.1229], [-0.0404, -0.7832, -0.0813], [0.3442, -0.2728, -0.3710], [-0.0638, 0.1554, 0.4925], [-0.1719, -0.3186, -0.2861], [-0.2794, -0.1773, -0.5792], [0.0856, -0.0594, 0.0914], [0.0517, -0.4254, -0.0002], [0.4343, -1.4504, 0.9886], [0.2236, -1.5090, -0.7309], [-0.4665, -0.3079, -0.0958], [0.3241, 3.0527, 0.7721], [-0.2922, 0.2305, -0.0578], [0.1894, 0.1475, -0.1251], [-0.0988, -0.0590, -0.3192], [0.2466, -0.0351, -0.2502], [-0.1292, 0.0521, -0.0500], [-0.1516, -0.1836, -0.1378], [-0.0604, -0.0265, 0.0531], [0.1323, -0.2267, 0.0826], [0.8911, -0.1627, 1.0489], [-0.8852, 0.2398, -1.6831], [0.1638, 1.1115, -0.1443], [-0.1273, -0.4254, 0.7804], [-0.0185, 0.0729, 0.2239], [-0.2737, 0.4536, -0.0133], [0.0153, -0.0505, -0.2743], [0.6040, 0.1224, -0.2828], [0.0747, -0.5196, 0.3031], [-0.1003, -0.4511, 0.2140], [-0.4676, -0.0654, -0.3355], [0.1352, -0.3056, 0.1570], [-0.5054, -0.8259, -0.7124], [0.3477, 1.4017, -1.2325], [-0.9781, -1.3593, 1.1867], [1.2254, 0.3139, 0.4153], [-0.2492, 0.3146, 0.6399], [-0.1515, 0.4003, -0.2322], [-0.1297, -0.3886, -0.1950], [0.1642, -0.3083, 0.5573], [0.1095, 0.2770, -0.4577], [-0.1967, 0.0444, -0.0019], [0.0962, 0.2160, 0.1053], [0.2092, -0.0746, -0.1225], [-1.6093, -1.1098, -1.4708], [0.2718, 3.2139, -0.0715], [-0.4951, 0.5018, -1.1058], [0.8859, -1.6947, 1.5278], [0.3079, 0.1043, 0.1756], [-0.4936, -0.1478, -0.1992], [0.8869, -0.4838, 0.4099], [-0.2245, 0.1800, -0.0707], [0.0090, -0.0792, 0.3449], [0.5174, -0.1765, 0.0326], [-0.4416, -0.2092, -0.0566], [0.3735, 0.0247, 0.4276], [-1.2644, 0.1612, -0.3312], [-0.3590, -0.5974, -0.7682], [-0.5322, 1.1585, 0.4416], [1.5383, -0.6579, -0.5738], [-0.1457, 0.1415, -0.0580], [0.0777, -0.5335, 0.4832], [0.6717, 0.3364, 0.4082], [-0.1731, 0.0387, 0.6553], [0.0786, 0.2729, 0.0962], [-0.1989, 0.1832, -0.5753], [-0.1824, -0.4442, 0.3407], [0.6214, -0.2629, -0.0041], [-0.6561, -0.0564, 1.7737], [-0.9502, 0.9633, 2.0049], [-0.1838, 0.9659, -0.6059], [1.7225, -1.4683, -2.3611], [0.0141, -0.0314, -0.0271], [-0.6991, 0.1493, 0.1945], [0.4007, 0.0352, -0.2889], [0.6746, -0.1033, -0.3129], [0.0350, 0.0348, -0.1686], [-0.4279, -0.0660, -0.2102], [-0.0183, -0.1871, 0.2922], [0.0267, -0.2374, -0.2763]],
  "lowdin_charge": [-0.028, -0.388, -0.122, -0.205, -0.128, -0.462, -0.117, -0.025, -0.016, -0.021, -0.015, 0.072, 0.067, 0.063, 0.121, 0.112, 0.106, 0.105, 0.115, 0.082, 0.091, 0.064, 0.052, 0.073, 0.066, 0.079, 0.063, 0.070, 0.049, 0.041, -0.014, -0.501, -0.145, -0.171, -0.130, -0.450, -0.109, -0.017, -0.031, -0.028, -0.049, 0.064, 0.072, 0.072, 0.118, 0.123, 0.102, 0.109, 0.115, 0.111, 0.075, 0.072, 0.079, 0.061, 0.072, 0.081, 0.067, 0.088, 0.086, 0.098, -0.014, -0.494, -0.202, -0.193, -0.128, -0.469, -0.122, -0.009, -0.045, -0.011, -0.015, 0.082, 0.082, 0.063, 0.113, 0.133, 0.111, 0.118, 0.122, 0.096, 0.094, 0.061, 0.070, 0.069, 0.077, 0.067, 0.065, 0.085, 0.072, 0.032, -0.018, -0.467, -0.150, -0.173, -0.110, -0.475, -0.097, -0.021, -0.021, -0.021, -0.061, 0.074, 0.068, 0.079, 0.119, 0.119, 0.101, 0.111, 0.112, 0.096, 0.056, 0.059, 0.090, 0.089, 0.077, 0.063, 0.090, 0.086, 0.086, 0.108, -0.004, -0.453, -0.130, -0.157, -0.119, -0.430, -0.115, -0.037, -0.025, -0.007, -0.020, 0.065, 0.064, 0.063, 0.103, 0.100, 0.091, 0.074, 0.105, 0.107, 0.078, 0.063, 0.062, 0.067, 0.086, 0.057, 0.073, 0.066, 0.073, 0.087, -0.024, -0.415, -0.147, -0.217, -0.136, -0.485, -0.100, -0.015, -0.028, -0.041, -0.012, 0.073, 0.051, 0.065, 0.127, 0.094, 0.108, 0.086, 0.120, 0.123, 0.077, 0.078, 0.071, 0.073, 0.083, 0.082, 0.082, 0.058, 0.055, 0.096, -0.042, -0.430, -0.054, -0.090, 0.077, 0.082, 0.068, 0.137, 0.072, 0.070, 0.081, 0.021, -0.042, -0.530, -0.021, -0.058, 0.072, 0.074, 0.089, 0.138, 0.093, 0.074, 0.080, 0.087, -0.036, -0.500, -0.053, -0.034, 0.071, 0.062, 0.076, 0.125, 0.086, 0.065, 0.058, 0.081, -0.061, -0.521, -0.055, -0.043, 0.074, 0.075, 0.070, 0.122, 0.086, 0.074, 0.087, 0.087, -0.047, -0.465, -0.068, -0.059, 0.073, 0.059, 0.064, 0.140, 0.081, 0.063, 0.067, 0.092, -0.058, -0.498, -0.044, -0.053, 0.074, 0.067, 0.078, 0.132, 0.079, 0.067, 0.076, 0.039, -0.035, -0.518, -0.035, -0.057, 0.077, 0.072, 0.068, 0.133, 0.076, 0.079, 0.080, 0.117]
}